Record 1
Here is C27H33IrN5O as an isolated structure from OMol25. Energies are from ωB97M-V/def2-TZVPD.

Structure (XYZ):
```
67
Properties=species:S:1:pos:R:3:forces:R:3:mulliken_charge:R:1
Ir 0.010 0.227 0.033 1.0 0.1 1.2 0.666
C -1.762 -0.610 2.506 -0.3 0.2 0.2 -1.124
N -0.701 -1.297 1.764 0.1 0.2 -0.1 1.145
C -1.193 -2.551 1.195 -0.2 -0.3 -0.3 -0.609
C 0.434 -1.567 2.613 0.8 0.4 0.2 -0.079
C 0.458 -2.606 3.527 0.1 -0.1 0.1 -0.299
C 1.614 -2.901 4.231 0.0 0.0 0.0 -1.024
C 2.774 -2.187 3.968 -0.1 -0.1 0.1 -0.784
C 2.751 -1.115 3.106 -0.2 0.1 -0.4 -0.576
C 1.559 -0.728 2.463 -0.2 -1.3 0.6 0.510
N 1.446 0.357 1.634 -1.4 -0.3 -1.7 -0.561
C 2.330 1.390 1.787 0.6 1.2 -0.2 0.243
C 2.954 1.704 3.013 -0.4 0.0 -0.3 -0.529
C 3.934 2.666 3.089 0.0 0.1 -0.1 -0.777
C 4.321 3.358 1.951 -0.1 0.1 -0.1 -1.059
C 3.624 3.163 0.770 0.2 0.1 0.2 -0.313
C 2.608 2.228 0.687 0.1 -0.4 0.6 -0.039
N 1.757 2.142 -0.474 0.1 0.2 0.2 1.155
C 2.527 1.995 -1.708 0.0 0.0 0.0 -1.069
C 0.953 3.370 -0.503 -0.1 0.0 -0.1 -1.099
H -2.196 -1.266 3.270 0.0 0.0 0.0 0.403
H -2.536 -0.299 1.807 -0.1 0.0 0.0 0.215
H -1.354 0.273 2.994 0.1 0.0 0.0 0.291
H -1.614 -3.216 1.955 0.1 0.0 0.0 0.427
H -0.377 -3.053 0.679 0.0 -0.1 0.1 0.377
H -1.975 -2.341 0.482 0.0 0.1 0.0 -0.396
H -0.421 -3.212 3.694 -0.1 0.0 0.0 0.388
H 1.620 -3.704 4.950 0.0 -0.1 0.0 0.406
H 3.699 -2.466 4.449 0.1 0.0 0.0 0.421
H 3.665 -0.582 2.884 0.0 0.0 0.1 0.592
H 2.633 1.191 3.907 0.1 -0.1 0.0 0.638
H 4.392 2.888 4.041 0.1 0.0 0.1 0.425
H 5.119 4.080 1.997 0.1 0.1 0.0 0.404
H 3.877 3.768 -0.088 0.0 0.1 -0.1 0.351
H 3.101 2.895 -1.949 0.0 0.0 0.0 0.359
H 1.846 1.798 -2.532 0.0 0.1 -0.1 0.150
H 3.219 1.162 -1.603 0.0 -0.1 0.0 0.367
H 1.589 4.259 -0.586 -0.1 0.0 0.0 0.425
H 0.377 3.433 0.421 0.0 0.1 -0.1 0.283
H 0.278 3.346 -1.353 -0.1 0.0 -0.1 0.277
C -2.294 2.236 -1.460 0.2 -0.1 0.0 -1.378
C -1.432 1.508 -2.419 -0.1 -0.1 1.1 0.708
C -1.481 1.479 -3.826 0.7 -0.6 -1.3 -0.922
C -0.505 0.584 -4.236 -1.2 1.1 -0.6 -0.711
C 0.100 0.085 -3.069 0.5 -0.3 1.1 0.050
C 1.170 -0.933 -2.940 -0.1 0.1 0.3 -1.422
N -0.463 0.665 -1.981 0.4 -0.3 0.3 0.847
H -2.436 3.275 -1.752 0.1 0.1 0.0 0.492
H -1.848 2.161 -0.462 -0.2 0.2 -0.1 0.158
H -3.279 1.769 -1.415 0.0 0.0 0.0 0.306
H -2.154 2.046 -4.442 -0.1 0.1 -0.1 0.578
H -0.236 0.313 -5.238 0.0 -0.1 -0.2 0.599
H 2.110 -0.551 -3.336 0.1 0.0 -0.1 0.340
H 0.925 -1.832 -3.503 0.0 -0.1 -0.1 0.439
H 1.304 -1.187 -1.882 0.0 0.0 -0.3 0.242
O -2.539 -0.544 -0.527 0.3 0.8 0.3 -0.341
N -3.195 -1.386 -1.231 -0.7 -0.7 -0.3 0.209
C -2.827 -1.718 -2.484 0.1 0.0 -0.3 0.246
C -3.535 -2.646 -3.216 -0.2 -0.1 0.1 -1.031
C -4.648 -3.267 -2.672 0.1 0.1 0.1 -0.337
C -5.014 -2.919 -1.381 0.1 0.0 -0.3 -0.634
C -4.281 -1.985 -0.689 -0.3 -0.1 0.2 -0.280
H -1.955 -1.217 -2.872 0.0 0.0 0.1 0.476
H -3.214 -2.876 -4.217 0.1 0.0 -0.1 0.450
H -5.211 -3.998 -3.226 -0.1 -0.1 -0.1 0.433
H -5.871 -3.369 -0.910 -0.1 0.0 0.1 0.418
H -4.531 -1.682 0.316 0.2 0.1 0.0 0.487
```
Forces are in eV/Å.

Values from the calculation:
Frontier orbital gap (alpha / beta)   6.88 / 4.09 eV
E_HOMO (alpha / beta)   -9.4 / -9.3 eV
Multiplicity   5
Energy above the lowest of the compared OMol25 structures with the same formula, charge and spin   54.8 kJ/mol
Total charge   +1
<S²>   6.03

***

Record 2
Here is C27H33N9O2PbSe3Te as an isolated structure from OMol25. Energies are from ωB97M-V/def2-TZVPD.

Structure (XYZ):
```
76
Properties=species:S:1:pos:R:3:forces:R:3:mulliken_charge:R:1
Pb -0.635 -0.117 -0.904 -0.2 -0.1 0.0 1.364
N -4.702 -0.372 4.065 0.0 -0.1 0.0 -0.147
C -3.343 -0.581 3.393 0.1 0.0 -0.1 -0.444
C -2.579 0.739 3.295 -0.1 -0.1 -0.1 -1.001
C -2.946 1.630 2.085 0.0 -0.1 -0.1 0.559
N -1.800 1.702 1.157 0.0 -0.1 0.1 -0.381
C -4.191 1.134 1.339 0.1 -0.1 0.0 -1.627
C -4.238 -0.367 0.990 0.2 0.1 0.1 0.164
N -3.598 -0.614 -0.309 0.0 0.0 -0.1 -0.435
C -3.524 -1.243 2.040 0.0 0.1 0.0 -0.138
H -4.596 0.028 5.000 0.0 0.0 0.0 0.398
H -5.195 -1.263 4.160 0.0 0.0 0.0 0.408
H -5.292 0.256 3.517 0.0 0.0 0.0 0.262
H -2.818 -1.256 4.067 0.0 0.0 0.0 0.616
H -1.530 0.454 3.204 0.0 0.0 0.0 0.006
H -2.655 1.299 4.230 0.0 0.0 0.0 0.279
H -3.182 2.627 2.465 0.0 0.1 0.0 0.445
H -0.976 2.040 1.649 0.0 0.0 0.0 0.226
H -2.002 2.408 0.454 0.0 0.0 0.0 0.207
H -4.304 1.712 0.417 0.0 0.0 0.0 0.730
H -5.075 1.407 1.927 0.0 0.0 0.0 0.269
H -5.294 -0.654 0.951 -0.1 0.0 0.0 0.230
H -4.146 -0.181 -1.049 0.0 0.0 0.0 0.268
H -3.606 -1.611 -0.516 0.0 0.0 0.0 0.301
H -2.510 -1.449 1.684 0.0 0.0 0.1 -0.730
H -4.014 -2.216 2.140 0.0 0.0 0.0 0.528
O 1.971 -1.031 -4.717 -0.1 0.2 -0.1 -0.598
C 1.342 -0.414 -3.888 0.0 -0.1 0.1 0.331
O 1.125 -0.933 -2.677 -0.2 0.1 0.0 -0.480
C 0.760 0.956 -4.171 0.0 -0.2 0.1 0.443
C 1.293 1.683 -5.252 0.1 -0.1 -0.1 -0.734
C 0.765 2.910 -5.527 -0.1 0.1 0.0 -0.657
C -0.310 3.397 -4.751 0.0 0.0 0.0 1.212
C -0.926 4.652 -4.988 0.0 0.0 0.0 -0.842
C -1.980 5.059 -4.225 0.0 0.0 0.0 -0.584
C -2.475 4.230 -3.190 0.0 0.0 0.0 -0.584
C -1.898 3.021 -2.934 0.1 -0.1 0.0 -0.255
C -0.794 2.576 -3.705 0.0 0.0 0.0 -0.207
N -0.233 1.369 -3.420 0.2 0.0 0.0 -0.043
H 2.098 1.255 -5.832 0.0 0.0 0.0 0.506
H 1.154 3.511 -6.341 0.0 0.0 0.0 0.473
H -0.549 5.278 -5.788 0.0 0.0 0.0 0.415
H -2.451 6.015 -4.414 0.0 0.0 0.0 0.402
H -3.325 4.563 -2.609 0.0 0.0 0.0 0.414
H -2.279 2.362 -2.159 0.0 0.0 0.0 0.318
Se -0.725 -2.706 0.148 0.0 0.1 -0.1 -0.530
Se 1.504 -3.207 -0.265 -0.4 0.3 -0.1 0.301
Te 1.580 -3.055 -2.818 0.0 0.0 0.2 0.493
Se -0.505 -3.730 -3.557 -0.1 0.0 0.0 -0.309
C 1.350 -0.552 2.536 -0.1 0.0 0.0 -0.239
C 2.025 0.106 1.387 -0.2 -0.3 -0.1 0.447
N 1.438 0.526 0.278 0.0 0.3 -0.1 0.063
C 2.429 1.084 -0.513 -0.1 -0.1 -0.1 -0.581
C 3.618 0.972 0.118 0.0 -0.2 0.0 -0.577
N 3.348 0.335 1.313 0.3 0.2 0.1 0.286
C 4.367 -0.109 2.263 0.0 0.1 -0.1 -1.071
N 4.261 -1.511 2.497 0.1 -0.1 0.2 0.781
N 3.809 -1.974 3.700 -0.1 -0.1 -0.3 -0.654
N 3.597 -3.226 3.612 0.3 0.1 0.0 -0.491
C 3.926 -3.640 2.330 -0.2 -0.1 0.0 0.548
C 3.876 -4.907 1.743 -0.1 -0.1 0.0 -0.794
C 4.229 -5.000 0.418 0.1 -0.1 0.0 -0.468
C 4.635 -3.867 -0.320 0.1 0.0 0.1 -1.043
C 4.702 -2.612 0.250 0.1 0.0 0.0 -0.714
C 4.336 -2.534 1.596 0.1 0.1 0.1 1.092
H 0.273 -0.518 2.368 0.1 0.0 0.0 -0.640
H 1.608 -0.063 3.477 0.0 0.0 0.0 0.517
H 1.632 -1.601 2.632 0.0 0.0 -0.1 -0.009
H 2.220 1.503 -1.484 0.0 0.0 0.1 0.563
H 4.615 1.258 -0.169 0.0 0.0 0.0 0.483
H 4.276 0.401 3.218 0.0 0.0 0.1 0.296
H 5.329 0.130 1.814 0.1 0.1 0.0 0.456
H 3.563 -5.770 2.317 0.0 0.0 0.0 0.470
H 4.201 -5.961 -0.077 0.0 0.0 0.0 0.434
H 4.922 -3.994 -1.356 0.0 0.0 0.0 0.572
H 5.027 -1.749 -0.316 0.0 0.0 0.0 0.430
```
Forces are in eV/Å.

Values from the calculation:
Frontier orbital gap   7.03 eV
E_HOMO   -12.3 eV
Total charge   +2

***

Record 3
Here is C27H34AsN2O4Se2V as an isolated structure from OMol25. Energies are from ωB97M-V/def2-TZVPD.

Structure (XYZ):
```
71
Properties=species:S:1:pos:R:3:forces:R:3:mulliken_charge:R:1
V -0.054 1.129 -0.761 -0.8 0.0 -1.3 0.533
N -1.730 2.302 0.174 -0.3 0.0 -0.1 -0.587
C -3.125 1.729 0.192 0.5 0.0 -0.1 -0.394
C -3.464 1.163 -1.183 -0.2 0.3 0.0 -0.521
C -2.467 0.070 -1.480 0.8 0.5 -0.5 0.133
O -2.642 -1.035 -1.011 0.0 -0.2 -0.1 -0.488
O -1.378 0.470 -2.145 -0.6 -0.1 1.1 -0.597
H -1.509 2.634 1.109 0.0 -0.1 0.0 0.291
H -1.763 3.139 -0.407 0.0 0.0 0.0 0.202
H -3.835 2.495 0.496 -0.1 0.1 0.0 0.486
H -3.145 0.930 0.929 0.0 -0.1 0.1 0.029
H -3.422 1.959 -1.929 0.0 -0.1 0.0 0.165
H -4.462 0.732 -1.156 -0.1 0.0 0.0 0.470
C 2.669 -1.555 -1.556 0.0 0.0 0.0 -0.910
Se 1.900 0.153 -2.053 0.1 -0.2 -0.3 0.141
C 3.375 1.232 -1.423 0.2 0.1 0.1 -0.885
C 3.309 1.485 0.071 0.1 0.1 0.0 -0.620
Se 1.677 2.405 0.608 0.4 0.3 0.5 0.083
C 2.047 4.104 -0.247 0.0 0.0 0.0 -1.158
H 3.575 -1.700 -2.138 0.0 0.0 0.0 0.522
H 1.942 -2.322 -1.804 0.0 -0.1 0.0 0.213
H 2.882 -1.586 -0.493 0.0 0.0 0.1 0.178
H 3.364 2.152 -2.002 0.0 0.1 0.0 0.325
H 4.287 0.692 -1.675 0.0 0.0 0.0 0.611
H 4.132 2.112 0.414 0.1 0.0 0.0 0.618
H 3.321 0.564 0.652 0.0 -0.1 0.0 0.116
H 3.012 4.447 0.118 0.0 0.0 0.0 0.427
H 1.273 4.793 0.079 0.0 0.0 0.0 0.389
H 2.029 4.013 -1.326 0.0 0.0 0.0 0.228
C -3.474 -0.984 4.177 0.0 0.0 0.0 -0.589
C -2.550 0.051 4.103 0.0 0.0 0.0 -0.844
C -1.611 0.064 3.081 -0.1 0.0 0.1 0.179
C -1.584 -0.956 2.136 0.0 0.0 0.0 0.375
C -2.506 -1.987 2.210 -0.2 0.0 0.0 -0.144
C -3.451 -1.998 3.230 0.0 0.0 0.0 -0.715
As -0.226 -0.878 0.748 0.0 -0.2 0.5 1.592
C 1.324 -1.217 1.891 -0.2 0.2 0.0 0.572
C 1.931 -0.358 2.798 0.1 -0.1 0.0 -0.678
C 3.013 -0.801 3.548 0.0 -0.1 0.0 -0.767
C 3.475 -2.105 3.392 0.0 0.1 0.0 -0.944
C 2.853 -2.970 2.501 0.1 0.0 0.1 -0.488
C 1.769 -2.529 1.749 -0.1 -0.3 -0.1 0.120
C 1.000 -3.352 0.778 0.3 0.0 0.2 0.933
C 1.298 -4.666 0.439 0.0 -0.1 0.0 -0.967
C 0.532 -5.325 -0.515 0.0 0.1 0.0 -0.863
C -0.530 -4.673 -1.133 0.1 0.0 0.1 -0.720
C -0.837 -3.357 -0.803 0.1 -0.2 0.0 -0.450
C -0.070 -2.709 0.155 -0.1 0.1 -0.1 -0.275
H -4.210 -1.000 4.972 0.0 0.0 0.0 0.398
H -2.558 0.843 4.842 0.0 0.0 0.0 0.437
H -0.888 0.874 3.043 0.0 0.0 0.0 0.346
H -2.505 -2.777 1.471 0.0 0.0 0.0 0.377
H -4.172 -2.804 3.282 0.0 0.0 0.0 0.420
H 1.571 0.653 2.944 0.0 0.0 0.0 0.419
H 3.488 -0.135 4.258 0.0 0.0 0.0 0.463
H 4.318 -2.453 3.977 0.0 0.0 0.0 0.423
H 3.211 -3.988 2.406 0.0 0.0 0.0 0.423
H 2.126 -5.181 0.910 0.0 0.0 0.0 0.413
H 0.762 -6.349 -0.778 0.0 0.0 0.0 0.407
H -1.123 -5.192 -1.876 0.0 0.0 0.0 0.453
H -1.658 -2.842 -1.279 0.1 0.0 0.0 0.647
N -1.706 3.571 -5.227 -0.1 0.0 -0.1 -0.583
C -0.571 2.923 -4.594 0.0 0.0 -0.2 -0.283
C -0.636 3.125 -3.111 0.3 -0.3 0.4 0.433
O -1.720 3.714 -2.668 0.0 0.0 0.2 -0.499
O 0.250 2.731 -2.367 -0.2 0.2 0.1 -0.551
H -1.439 4.374 -5.778 0.0 0.0 0.0 0.199
H -2.263 3.896 -3.478 0.1 0.1 -0.1 0.472
H -2.237 2.944 -5.812 0.0 0.0 0.0 0.224
H 0.398 3.279 -4.943 0.0 0.0 0.0 0.333
H -0.589 1.841 -4.732 0.0 0.0 0.0 0.299
```
Forces are in eV/Å.

Values from the calculation:
Frontier orbital gap (alpha / beta)   7.79 / 7.28 eV
E_HOMO (alpha / beta)   -10.0 / -9.4 eV
Multiplicity   2
Energy above the lowest of the compared OMol25 structures with the same formula, charge and spin   0.0 kJ/mol
Total charge   +1
<S²>   0.75